Entry 1:
Formula: C54H41N3O26
Source: the OMol25 dataset
Level of theory: the ωB97M-V functional and the def2-TZVPD basis

XYZ file:
```
124
Properties=species:S:1:pos:R:3:forces:R:3
C -1.11304 -3.92404 6.47284 1.024 0.937 -0.893
C -1.16264 -3.70267 4.91319 -1.118 -0.391 0.541
N -2.25832 -3.97629 4.30858 0.888 0.202 0.176
C 0.02995 -3.13706 4.06989 -0.171 -0.517 -0.132
C -0.46788 -2.34595 2.82786 -0.355 0.459 -0.885
C -0.24001 -2.90419 1.50458 -0.802 1.712 -0.314
C -0.65138 -2.25807 0.23961 0.127 0.024 2.930
C -0.26420 -3.01410 -1.07076 -0.030 -0.049 -0.182
N -0.82323 -2.50559 -2.33034 0.473 0.134 0.148
C -1.33949 -0.96810 0.36945 0.073 -0.657 1.135
N -1.76221 -0.23989 -0.78642 0.212 -0.312 0.651
C -1.57197 -0.39523 1.70055 0.764 -0.767 0.783
C -1.14388 -1.06888 2.94440 0.299 -0.334 -1.901
C -1.40711 -0.35311 4.30784 0.337 0.918 -1.158
O -1.84245 -0.91205 5.28684 0.633 0.018 -0.329
C -1.09792 1.18306 4.26850 0.126 0.745 -0.571
C -0.39565 1.88639 5.33408 -0.887 1.257 -2.596
C -0.14980 3.31792 5.09941 -1.010 -1.370 -1.008
C -0.61592 3.98488 3.89144 -0.262 -1.325 -0.173
C -1.32720 3.28178 2.81364 0.770 -1.681 2.676
C -1.54804 1.85474 3.03456 0.605 0.775 0.727
C -2.25135 0.99297 1.92936 1.088 -0.802 0.901
O -3.24420 1.36980 1.35154 0.571 0.212 -0.176
H -0.98975 -5.00591 6.74555 -0.058 1.052 -0.307
H -0.26795 -3.29330 6.87045 -0.721 -0.942 -0.062
H -2.04150 -3.47828 6.90118 0.791 -0.884 -0.462
H -2.95198 -4.31317 4.98914 0.275 0.058 -0.301
H 0.77196 -2.55966 4.69229 -0.950 -0.424 -0.524
H 0.59248 -4.03688 3.68428 -0.449 0.875 0.414
H 0.31482 -3.87456 1.45415 -0.624 0.942 -0.042
H 0.85964 -3.00822 -1.18638 -1.066 0.118 0.256
H -0.53816 -4.10766 -1.01466 0.172 1.139 0.344
H -0.49426 -1.55109 -2.49630 -0.388 -0.428 -0.007
H -1.84080 -2.52391 -2.35883 0.374 -0.083 0.103
H -2.13607 0.67922 -0.56163 -0.136 -0.494 -0.039
H -2.39922 -0.77641 -1.37383 0.310 0.446 0.261
H -0.04391 1.34520 6.23840 -0.412 0.606 -0.834
H 0.38867 3.89297 5.88206 -0.463 -0.395 -0.780
H -0.40445 5.07393 3.76794 -0.201 -1.087 0.167
H -1.68541 3.76559 1.88253 0.345 -0.309 0.880
C 2.24225 -0.48018 -5.31085 -0.245 0.128 0.251
C 3.46960 -0.84788 -5.69251 -0.336 0.076 -0.871
C 4.54673 -1.12838 -4.69334 0.254 -0.047 0.692
O 5.64613 -1.47914 -5.08448 -0.166 0.068 -0.337
C 4.22951 -0.96233 -3.27629 0.110 -0.019 -0.104
C 3.00319 -0.59110 -2.89644 0.326 -0.054 0.764
C 1.92056 -0.33798 -3.89308 -0.162 -0.032 -0.631
O 0.81211 -0.01943 -3.49928 0.113 -0.074 0.328
O 2.68723 -0.42884 -1.59569 -0.374 0.002 -0.833
O 3.79249 -0.98378 -6.99163 0.331 -0.066 0.815
H 1.45324 -0.27653 -6.02274 0.016 -0.017 -0.003
H 5.02443 -1.15200 -2.56405 -0.318 0.104 -0.234
H 1.74740 -0.16019 -1.58374 0.059 0.039 0.127
H 4.73001 -1.25728 -7.00055 -0.059 -0.001 -0.075
C 6.35511 -2.83927 -0.11791 -0.060 -0.124 0.222
C 7.11701 -2.71027 -1.20833 -0.612 0.621 -0.136
C 8.33928 -3.54608 -1.41120 0.505 -0.477 0.127
O 8.99301 -3.40825 -2.42772 -0.276 0.272 -0.035
C 8.70034 -4.49980 -0.36313 0.015 0.152 -0.264
C 7.94052 -4.62682 0.72916 0.654 -0.623 0.210
C 6.70341 -3.81023 0.91899 -0.478 0.449 -0.121
O 6.03068 -3.97090 1.92021 0.277 -0.228 0.045
O 8.25360 -5.49578 1.70816 -0.612 0.600 -0.223
O 6.81801 -1.82130 -2.17674 1.077 -0.799 0.441
H 5.46689 -2.24178 0.03958 0.011 -0.009 0.003
H 9.59629 -5.08618 -0.51322 -0.023 0.000 0.009
H 7.55134 -5.39709 2.37951 0.074 -0.068 0.000
H 7.51668 -1.92403 -2.85347 -0.157 0.074 -0.122
C -2.33275 1.46047 9.92025 0.028 -0.088 -0.278
C -2.30035 0.97767 11.16534 -0.118 0.906 0.226
C -2.12845 -0.48180 11.43233 0.073 -0.734 -0.169
O -2.08554 -0.87588 12.58370 -0.054 0.377 0.067
C -2.02286 -1.38218 10.28606 -0.003 0.145 0.344
C -2.05840 -0.90344 9.03697 0.067 -1.060 -0.322
C -2.20324 0.56339 8.77063 -0.109 0.592 0.178
O -2.21305 0.96708 7.62465 0.022 -0.244 0.058
O -1.96423 -1.72773 7.97258 -0.231 1.735 0.798
O -2.41983 1.78335 12.23791 0.114 -0.825 -0.208
H -2.45441 2.51521 9.71466 0.002 -0.019 0.010
H -1.91655 -2.43795 10.49436 0.001 0.016 -0.019
H -2.01331 -1.15036 7.17716 0.033 -0.193 -0.240
H -2.36322 1.19391 13.01446 -0.005 0.084 -0.006
C -8.38406 1.34814 1.62022 -0.309 -0.102 0.179
C -7.06943 1.11815 1.71983 0.152 0.617 -0.840
C -6.51326 0.22878 2.79126 0.004 -0.360 0.498
O -5.31656 0.02646 2.84132 -0.071 0.168 -0.205
C -7.45108 -0.36192 3.74722 0.234 0.063 -0.118
C -8.76195 -0.12649 3.64569 -0.011 -0.539 0.743
C -9.31904 0.73753 2.56189 0.016 0.456 -0.595
O -10.52352 0.90954 2.49733 0.018 -0.224 0.320
O -9.64358 -0.65743 4.51546 0.021 0.494 -0.686
O -6.19547 1.67595 0.86073 -0.194 -0.688 0.857
H -8.79999 1.98518 0.85183 0.025 -0.016 0.005
H -7.03675 -0.98732 4.52601 -0.009 0.004 -0.018
H -10.51976 -0.33853 4.22536 0.028 -0.054 0.053
H -5.30853 1.36336 1.13090 0.183 0.126 -0.099
C 1.26970 5.73830 -4.94522 0.047 -0.042 0.361
C 0.86661 4.97301 -5.96603 0.155 0.849 -0.600
C 0.44857 3.55167 -5.75673 -0.099 -0.577 0.468
O 0.07049 2.89358 -6.70928 0.001 0.113 1.095
C 0.51870 3.00779 -4.40192 -0.063 -0.028 -0.335
C 0.92498 3.77210 -3.38370 -0.133 -0.757 0.437
C 1.31657 5.19992 -3.58700 0.146 0.618 -0.359
O 1.66320 5.86524 -2.62767 -0.066 -0.341 0.169
O 1.00014 3.29177 -2.12709 0.128 0.704 -0.430
O 0.81852 5.44683 -7.22453 -0.166 -0.799 0.627
H 1.57244 6.76736 -5.08166 -0.017 -0.021 -0.016
H 0.23067 1.97451 -4.26718 -0.031 0.036 0.028
H 1.31718 4.03741 -1.58160 -0.020 -0.074 0.012
H 0.49520 4.70440 -7.77810 0.035 0.125 -0.188
C 1.59369 3.50271 -10.73819 0.203 -0.026 -0.196
C 0.66290 2.81617 -10.06780 -0.021 0.920 0.357
C 0.27438 1.42998 -10.46851 -0.031 -0.610 -0.341
O -0.56410 0.83498 -9.81831 0.010 0.353 0.169
C 0.92474 0.84694 -11.64120 -0.179 0.025 0.243
C 1.85299 1.53442 -12.31376 -0.008 -0.771 -0.514
C 2.26095 2.91019 -11.89642 0.034 0.578 0.362
O 3.12341 3.49321 -12.52668 -0.044 -0.318 -0.184
O 2.46364 1.02001 -13.39725 -0.012 0.723 0.507
O 0.03180 3.33926 -8.99842 0.018 -0.668 -1.913
H 1.88519 4.50577 -10.45676 -0.006 -0.013 -0.008
H 0.62262 -0.14975 -11.93170 0.018 0.015 0.004
H 3.08779 1.70878 -13.69691 -0.010 -0.090 -0.035
H -0.58703 2.64896 -8.69270 0.100 0.111 0.283
```
Positions in Å, forces in eV/Å.

Summary:
Highest occupied orbital energy ... -8.4 eV
SMILES ... [H]/N=C(\C)Cc1cc(CN)c(N)c2c1C(=O)c1ccccc1C2=O.O=C1C=C(O)C(=O)C=C1O.O=C1C=C(O)C(=O)C=C1O.O=C1C=C(O)C(=O)C=C1O.O=C1C=C(O)C(=O)C=C1O.O=C1C=C(O)C(=O)C=C1O.O=C1C=C(O)C(=O)C=C1O

---

Entry 2:
Formula: C4H7NO
Source: the OMol25 dataset
Level of theory: the ωB97M-V functional and the def2-TZVPD basis

XYZ file:
```
13
Properties=species:S:1:pos:R:3:forces:R:3
C 1.63166 0.36849 0.09005 0.017 0.092 0.002
C 0.24203 0.12532 -0.45659 0.170 -0.267 -0.002
C -0.47378 -1.01910 0.24866 0.171 -0.154 0.047
N -1.89742 -0.65803 0.18763 0.082 0.467 -0.064
C -1.88046 0.59031 -0.03432 -0.135 -0.149 0.018
O -0.69054 1.21789 -0.24678 -0.013 -0.006 -0.001
H 2.21020 1.07460 -0.50899 -0.114 0.007 0.088
H 1.58495 0.71903 1.12517 -0.017 -0.006 -0.129
H 2.16583 -0.59125 0.08585 -0.072 0.210 -0.026
H 0.27846 -0.03549 -1.54372 -0.012 -0.047 0.156
H -0.23917 -1.99129 -0.19004 -0.237 0.088 0.021
H -0.17794 -1.03844 1.30779 -0.013 -0.124 -0.113
H -2.75384 1.23797 -0.06470 0.173 -0.111 0.002
```
Positions in Å, forces in eV/Å.

Summary:
Highest occupied orbital energy ... -9.7 eV
SMILES ... C[C@H]1CN=CO1
Relative energy (zero: lowest compared OMol25 entry of this formula, charge and spin) ... 100.9 kJ/mol

---

Entry 3:
Formula: C5H8N
Source: the OMol25 dataset
Level of theory: the ωB97M-V functional and the def2-TZVPD basis

XYZ file:
```
14
Properties=species:S:1:pos:R:3:forces:R:3
C 3.52959 0.04421 0.16618 -2.874 -0.640 -0.329
C 2.23019 0.12888 -0.26071 3.339 0.042 0.850
C 4.74813 -0.28409 0.42372 -0.038 0.888 -4.837
C 1.14760 0.25656 -0.79038 -0.070 -0.002 0.753
C -1.62816 0.96877 0.45274 -0.843 0.002 -0.244
N -2.33590 -0.32901 0.09436 -1.618 -0.864 -0.078
H 5.44917 -0.29898 -0.47571 -0.779 -0.235 1.067
H 5.21003 -0.30566 1.30670 1.489 -0.317 3.644
H 0.38586 0.62502 -1.36499 -1.329 0.341 -1.193
H -2.07091 1.87928 -0.01489 0.475 -1.062 0.390
H -1.11922 1.01940 1.42733 -0.451 -0.360 -0.683
H -3.42219 -0.47251 0.51006 3.590 0.473 -1.047
H -1.72588 -1.15698 0.35616 -1.000 1.093 0.118
H -2.44183 -0.46464 -0.96170 0.109 0.639 1.589
```
Positions in Å, forces in eV/Å.

Summary:
Highest occupied orbital energy (spin up / spin down) ... -10.8 / -12.8 eV
Net charge ... +1
Relative energy (zero: lowest compared OMol25 entry of this formula, charge and spin) ... 754.7 kJ/mol

---

no.,energy (hartree),maximum force (eV/Å)
1,-4202.7548,3.3
2,-286.5932,0.5
3,-249.5377,4.9